[1]
This record from OMol25 describes C3H8N2S as an isolated structure in a non-equilibrium geometry. The level of theory is ωB97M-V with the def2-TZVPD basis set.

The value obtained for the LUMO energy is -0.622 eV. The frontier orbital gap comes out at 8.03 eV. For the energy, the calculation gives -17048.0206 eV. Its net charge is 0. The calculation puts the energy above the lowest of the compared OMol25 structures with the same formula, charge and spin at 840.4 kJ/mol.

CARTESIAN COORDINATES (ANGSTROEM)
S  2.23  -0.11  -0.36
N  -0.79  -1.88  0.12
N  -1.07  -0.65  -0.40
C  -0.80  1.68  -0.28
C  -0.38  0.37  0.15
C  0.89  0.17  0.82
H  -0.38  2.81  0.45
H  0.87  -0.60  1.43
H  -2.17  1.62  -0.06
H  0.14  -1.81  -0.38
H  -0.58  1.73  -1.85
H  2.09  -1.96  -0.40
H  1.30  1.17  1.21
H  -1.35  -2.53  -0.45

[2]
This record from OMol25 describes C38H42FN2PdTe2 as an isolated structure. The level of theory is ωB97M-V with the def2-TZVPD basis set.

The value obtained for the LUMO energy (alpha / beta) is -2.214 / -4.340 eV. The frontier orbital gap (alpha / beta) comes out at 7.75 / 6.41 eV. For the energy, the calculation gives -63845.9077 eV. The spin multiplicity is 3. Its net charge is +1. The calculation puts the energy above the lowest of the compared OMol25 structures with the same formula, charge and spin at 21.7 kJ/mol.

CARTESIAN COORDINATES (ANGSTROEM)
Te  -0.96  -0.79  -2.55
Te  -2.39  0.77  2.34
Pd  -1.09  -0.07  0.10
F  1.41  0.83  -0.61
N  -1.55  2.08  -0.74
N  0.72  -1.40  0.89
C  -1.15  2.18  4.59
C  1.70  -1.53  3.11
C  -5.42  0.86  -3.68
C  3.82  -2.48  -0.80
C  4.00  -0.53  3.42
C  -5.14  0.48  -2.38
C  -0.98  0.57  6.37
C  0.83  -2.07  2.13
C  0.04  -3.21  2.43
C  -0.51  2.88  6.81
C  -2.89  -0.07  -3.03
C  -0.13  -4.39  0.16
C  -3.17  0.32  -4.34
C  -3.88  0.02  -2.05
C  -0.85  -3.95  1.44
C  -1.62  -0.23  4.07
C  -2.66  -3.34  -2.33
C  4.05  -1.40  -1.65
C  -0.79  3.19  5.48
C  2.14  -0.30  -0.75
C  -1.40  2.51  3.14
C  -1.26  0.86  5.04
C  2.75  -2.47  0.07
C  -1.46  -2.83  -2.80
C  2.58  -0.32  2.88
C  -2.09  -3.13  1.12
C  -2.01  -5.53  -3.10
C  -2.93  -4.69  -2.49
C  -0.80  -5.01  -3.56
C  1.93  0.93  3.49
C  0.88  -3.16  4.70
C  -0.53  -3.66  -3.42
C  0.09  -3.73  3.72
C  -0.61  1.57  7.25
C  1.68  -2.08  4.39
C  1.83  -1.39  0.10
C  -4.44  0.78  -4.66
C  3.21  -0.29  -1.61
H  0.76  -4.97  0.38
H  -0.50  -4.60  3.95
H  -2.39  -0.89  4.47
H  2.56  -3.31  0.73
H  1.78  0.82  4.56
H  -0.23  3.67  7.49
H  -2.22  -6.58  -3.22
H  4.64  0.30  3.11
H  -1.16  -4.87  1.95
H  0.96  1.08  3.03
H  -6.41  1.22  -3.94
H  4.02  -0.55  4.51
H  -1.14  2.78  -0.13
H  -0.72  4.21  5.13
H  -1.76  -2.22  0.62
H  -2.05  3.37  3.02
H  -4.66  1.08  -5.67
H  -2.41  0.25  -5.10
H  -0.47  2.68  2.60
H  0.40  -3.25  -3.80
H  -2.62  -2.86  2.03
H  2.32  -1.65  5.15
H  0.89  -3.58  5.70
H  -3.38  -2.70  -1.86
H  4.48  -3.33  -0.82
H  0.15  -3.53  -0.45
H  2.54  1.81  3.31
H  -0.08  -5.66  -4.05
H  2.68  -0.13  1.82
H  3.39  0.59  -2.20
H  -0.80  -5.01  -0.44
H  4.43  -1.46  3.06
H  -3.65  -0.28  -1.03
H  -1.06  -0.45  6.72
H  -2.77  -3.68  0.45
H  -0.41  1.33  8.28
H  -3.88  -5.10  -2.15
H  -2.55  2.28  -0.82
H  4.89  -1.41  -2.32
H  -0.76  -0.83  3.78
H  -1.16  2.23  -1.66
H  -5.91  0.53  -1.62